No. 1
Here is a 10-piece molecular cluster, C36H82ClFN3O10 overall from the Open Molecules 2025 dataset. Energies are from the ωB97M-V functional and the def2-TZVPD basis.

Results
E_HOMO, Eh: -0.389
Orbital gap, eV: 6.7299
Net charge: +1

Element x y z (Å)
C1 1.587 1.548 5.304
C2 1.433 0.936 3.817
C3 2.011 1.786 2.653
C4 1.926 1.214 1.225
C5 1.283 -0.177 0.860
C6 1.333 -0.585 -0.675
C7 0.165 0.152 -1.542
C8 1.389 -2.155 -0.975
C9 0.672 -0.981 2.024
O1 0.027 -2.234 1.779
C10 -1.313 -2.274 2.308
C11 -2.310 -1.222 1.606
N1 -2.314 0.013 2.458
C12 -3.448 0.892 2.155
N2 -3.336 2.152 1.761
C13 -1.927 2.701 1.648
C14 -4.475 3.042 1.411
C15 -4.533 3.227 -0.194
F1 -4.242 4.338 2.025
N3 -4.805 0.280 2.257
C16 -4.879 -0.641 1.062
C17 -3.760 -1.808 1.261
Cl1 -4.432 -2.963 2.522
C18 0.761 -0.413 3.491
H1 0.616 1.537 5.897
H2 2.090 2.567 5.234
H3 2.341 0.856 5.843
H4 2.495 2.814 2.809
H5 2.359 1.848 0.368
H6 2.317 -0.141 -1.095
H7 0.421 -0.061 -2.650
H8 0.328 1.287 -1.415
H9 -0.884 -0.192 -1.261
H10 1.665 -2.409 -2.051
H11 0.382 -2.643 -0.681
H12 2.181 -2.622 -0.286
H13 -1.699 -3.350 2.141
H14 -1.359 -2.108 3.447
H15 -1.805 -0.919 0.610
H16 -2.363 -0.207 3.464
H17 -1.249 1.970 1.089
H18 -1.948 3.671 1.037
H19 -1.476 2.935 2.683
H20 -5.482 2.692 1.815
H21 -5.567 2.987 -0.604
H22 -4.270 4.299 -0.484
H23 -3.743 2.545 -0.660
H24 -4.841 -0.260 3.142
H25 -5.927 -1.121 1.078
H26 -4.697 -0.080 0.086
H27 -3.667 -2.329 0.234
H28 0.331 -1.041 4.342
C19 -0.437 7.602 -0.547
C20 -0.257 6.151 -0.941
O2 -0.343 5.314 0.209
H29 0.325 7.900 0.178
H30 -0.368 8.255 -1.418
H31 -1.408 7.755 -0.069
H32 0.724 5.998 -1.398
H33 -1.025 5.842 -1.659
H34 -1.216 5.451 0.601
C21 1.181 -5.709 0.380
C22 0.253 -6.236 1.455
O3 0.336 -5.422 2.621
H35 2.213 -5.692 0.738
H36 1.129 -6.328 -0.518
H37 0.919 -4.680 0.113
H38 0.530 -7.255 1.734
H39 -0.786 -6.244 1.106
H40 0.080 -4.524 2.370
C23 3.952 2.150 -3.091
C24 2.522 2.645 -3.001
O4 2.333 3.387 -1.799
H41 4.194 1.520 -2.230
H42 4.109 1.575 -4.006
H43 4.653 2.990 -3.078
H44 1.826 1.804 -2.992
H45 2.276 3.287 -3.853
H46 2.946 4.134 -1.818
C25 -3.352 -6.738 4.681
C26 -4.451 -6.226 5.590
O5 -4.846 -4.918 5.189
H47 -2.487 -6.070 4.710
H48 -3.033 -7.737 4.978
H49 -3.695 -6.772 3.642
H50 -4.101 -6.172 6.623
H51 -5.325 -6.884 5.557
H52 -5.162 -4.979 4.278
C27 5.163 -8.270 -0.669
C28 3.711 -8.611 -0.399
O6 2.868 -7.957 -1.341
H53 5.320 -7.190 -0.610
H54 5.820 -8.762 0.051
H55 5.452 -8.579 -1.678
H56 3.420 -8.281 0.600
H57 3.544 -9.691 -0.469
H58 3.125 -8.260 -2.222
C29 6.656 0.064 -7.193
C30 5.227 0.561 -7.099
O7 5.043 1.304 -5.897
H59 6.900 -0.567 -6.334
H60 6.809 -0.513 -8.108
H61 7.359 0.901 -7.183
H62 4.530 -0.279 -7.086
H63 4.980 1.203 -7.950
H64 5.657 2.050 -5.919
C31 0.628 -9.632 4.038
C32 -0.799 -9.131 4.137
O8 -0.978 -8.386 5.335
H65 0.874 -10.261 4.898
H66 0.777 -10.211 3.124
H67 1.333 -8.795 4.043
H68 -1.498 -9.970 4.153
H69 -1.048 -8.491 3.284
H70 -0.363 -7.641 5.309
C33 -2.433 11.279 -2.970
C34 -2.765 10.080 -2.105
O9 -1.883 10.020 -0.988
H71 -1.400 11.222 -3.324
H72 -3.099 11.333 -3.834
H73 -2.523 12.207 -2.398
H74 -2.652 9.154 -2.674
H75 -3.794 10.136 -1.737
H76 -1.995 10.837 -0.484
C35 1.142 6.563 -5.728
C36 0.279 7.559 -4.979
O10 -1.007 7.002 -4.732
H77 0.674 6.288 -6.677
H78 2.132 6.978 -5.930
H79 1.258 5.641 -5.150
H80 0.148 8.469 -5.568
H81 0.735 7.831 -4.021
H82 -0.880 6.203 -4.204

No. 2
Here is C26H19N6O2PPtS as an isolated structure from the Open Molecules 2025 dataset. Energies are from the ωB97M-V functional and the def2-TZVPD basis.

Results
2S+1: 3
E_HOMO (spin up / spin down), Eh: -0.218 / -0.301
Expectation value of S²: 2.03
Orbital gap (spin up / spin down), eV: 6.0353 / 6.2678

Element x y z (Å)
Pt1 0.348 -0.369 -2.069
O1 4.509 -0.321 -1.348
C1 3.358 -0.388 -0.961
O2 2.363 -0.403 -1.780
C2 3.143 -0.430 0.559
C3 4.320 -0.440 1.310
C4 4.299 -0.444 2.691
C5 3.086 -0.427 3.368
C6 1.909 -0.416 2.648
C7 1.927 -0.427 1.247
P1 0.308 -0.445 0.455
C8 -0.502 -1.980 0.957
C9 0.221 -2.988 1.596
C10 -0.360 -4.226 1.820
C11 -1.657 -4.477 1.406
C12 -2.378 -3.485 0.756
C13 -1.801 -2.250 0.520
C14 -0.545 1.042 1.025
C15 -1.927 1.179 0.879
C16 -2.536 2.402 1.089
C17 -1.773 3.509 1.436
C18 -0.400 3.383 1.582
C19 0.216 2.160 1.371
H1 5.251 -0.439 0.762
H2 5.231 -0.453 3.240
H3 3.061 -0.423 4.450
H4 0.955 -0.403 3.163
H5 1.239 -2.811 1.912
H6 0.218 -5.007 2.297
H7 -2.097 -5.452 1.565
H8 -3.385 -3.684 0.413
H9 -2.360 -1.499 -0.022
H10 -2.535 0.328 0.601
H11 -3.605 2.504 0.950
H12 -2.246 4.471 1.582
H13 0.197 4.245 1.850
H14 1.291 2.079 1.459
N1 -3.649 -0.099 -2.963
C20 -2.600 -0.904 -2.856
N2 -1.552 -0.156 -2.591
C21 -2.017 1.159 -2.537
N3 -3.326 1.208 -2.757
C22 -1.049 2.151 -2.279
C23 -1.233 3.543 -2.267
N4 -0.261 4.399 -2.097
C24 0.999 3.875 -1.945
C25 1.238 2.530 -1.923
N5 0.237 1.640 -2.059
H15 -4.601 -0.352 -3.160
H16 -2.601 -1.974 -2.982
H17 -2.234 3.941 -2.404
H18 1.810 4.581 -1.841
H19 2.235 2.129 -1.795
S1 0.511 -5.060 -1.888
C26 0.427 -3.489 -2.122
N6 0.323 -2.335 -2.320

No. 3
Here is one molecule with the formula C24H32N6 from the Open Molecules 2025 dataset. Energies are from the ωB97M-V functional and the def2-TZVPD basis.

Results
SMILES: CCC(C)(C)n1nnnc1[C@@H](c1ccccc1)N1CCN(Cc2ccccc2)CC1
E_HOMO, Eh: -0.305
Orbital gap, eV: 8.9316
Energy relative to the best compared isomer or geometry (same formula, charge and spin), kcal/mol: 14.3

Element x y z (Å)
C1 -2.908 -1.310 2.535
C2 -2.473 -0.794 1.166
C3 -2.773 -1.750 0.010
C4 -2.269 -3.171 0.287
C5 -4.272 -1.777 -0.301
N1 -2.110 -1.303 -1.219
N2 -2.433 -1.980 -2.332
N3 -1.765 -1.515 -3.297
N4 -0.978 -0.535 -2.891
C6 -1.176 -0.389 -1.595
C7 -0.442 0.708 -0.888
C8 -1.429 1.823 -0.591
C9 -1.737 2.256 0.691
C10 -2.655 3.275 0.883
C11 -3.282 3.867 -0.200
C12 -2.981 3.438 -1.482
C13 -2.058 2.427 -1.675
N5 0.323 0.266 0.272
C14 1.301 1.275 0.661
C15 1.961 0.844 1.976
N6 2.600 -0.452 1.919
C16 3.996 -0.491 1.519
C17 4.318 -0.124 0.088
C18 4.325 -1.092 -0.909
C19 4.570 -0.749 -2.227
C20 4.821 0.570 -2.566
C21 4.838 1.540 -1.578
C22 4.592 1.194 -0.261
C23 1.712 -1.427 1.330
C24 1.050 -0.973 0.023
H1 -3.966 -1.558 2.553
H2 -2.734 -0.534 3.277
H3 -2.339 -2.188 2.828
H4 -1.402 -0.592 1.197
H5 -2.989 0.147 0.968
H6 -2.340 -3.766 -0.621
H7 -2.878 -3.640 1.054
H8 -1.233 -3.157 0.620
H9 -4.467 -2.440 -1.139
H10 -4.827 -2.129 0.563
H11 -4.622 -0.779 -0.558
H12 0.250 1.086 -1.670
H13 -1.265 1.795 1.544
H14 -2.883 3.604 1.886
H15 -4.000 4.658 -0.046
H16 -3.464 3.893 -2.334
H17 -1.819 2.095 -2.676
H18 0.802 2.234 0.801
H19 2.063 1.398 -0.127
H20 2.690 1.593 2.289
H21 1.179 0.781 2.743
H22 4.346 -1.510 1.716
H23 4.531 0.184 2.194
H24 4.136 -2.125 -0.651
H25 4.565 -1.512 -2.991
H26 5.009 0.839 -3.594
H27 5.045 2.569 -1.833
H28 4.611 1.956 0.506
H29 2.256 -2.358 1.165
H30 0.916 -1.617 2.062
H31 0.357 -1.748 -0.308
H32 1.805 -0.835 -0.768

No. 4
Here is one molecule with the formula C4H2F2O from the Open Molecules 2025 dataset. Energies are from the ωB97M-V functional and the def2-TZVPD basis.

Results
E_HOMO, Eh: -0.400
Orbital gap, eV: 8.8599
Energy relative to the best compared isomer or geometry (same formula, charge and spin), kcal/mol: 106.1

Element x y z (Å)
C1 -1.813 -1.737 -1.250
C2 -0.768 -1.459 -0.660
C3 0.156 -0.525 -0.823
C4 0.364 0.528 0.303
O1 -0.432 0.303 1.357
F1 0.333 2.008 0.237
F2 1.706 0.408 0.589
H1 0.775 -0.609 -1.658
H2 -0.321 1.083 1.907